The following is a DFT calculation (ωB97M-V with the def2-TZVPD basis set) of a cluster of 8 separate species, C37H92BNO27PS7 in total at a distorted geometry.

## Properties
- E_HOMO: -0.152 hartree
- Total charge: -1
- HOMO-LUMO gap: 5.70 eV
- Electronic energy: -182439.818 eV

Positions of all 166 atoms, in Å:
C 5.470 -3.151 2.559
C 4.554 -2.331 3.577
O 4.877 -2.145 4.761
O 3.331 -1.729 3.150
C 3.707 -0.886 2.023
C 2.668 0.331 1.873
C 1.433 -0.040 0.871
C 0.125 -0.382 1.689
P -1.591 0.062 0.906
C -3.306 0.463 0.135
C -0.981 -0.308 -0.892
C -0.528 -1.860 -1.106
C -1.758 -2.850 -1.354
C -1.412 -4.291 -0.695
C -2.581 -4.864 0.241
N -2.886 -6.315 0.012
C -2.249 0.106 2.727
O -3.628 -0.391 2.913
C -3.672 -1.712 3.363
C -4.575 -1.991 4.667
O -3.137 -2.701 2.843
C -1.009 1.889 0.911
B -2.101 3.042 1.112
O -2.596 3.465 2.418
O -2.715 3.721 -0.018
H 6.319 -3.672 3.115
H 5.958 -2.445 1.816
H 4.786 -3.897 2.039
H 3.798 -1.468 1.042
H 4.733 -0.392 2.198
H 2.317 0.756 2.863
H 3.270 1.171 1.364
H 1.822 -0.955 0.291
H 1.396 0.809 0.130
H 0.284 0.077 2.734
H 0.089 -1.520 1.880
H -2.024 -1.338 0.925
H -3.268 1.146 -0.792
H -3.736 -0.528 -0.267
H -4.099 0.908 0.808
H -0.217 0.427 -1.297
H -1.844 -0.251 -1.656
H 0.192 -2.236 -0.321
H 0.066 -1.838 -2.095
H -1.825 -3.050 -2.479
H -2.759 -2.468 -0.986
H -0.461 -4.259 -0.057
H -1.197 -5.072 -1.510
H -3.522 -4.245 0.050
H -2.222 -4.762 1.323
H -2.346 -6.912 0.666
H -3.862 -6.448 0.331
H -1.641 -0.711 3.272
H -2.010 1.055 3.299
H -5.581 -2.382 4.268
H -4.147 -2.811 5.320
H -4.818 -1.031 5.236
H -0.379 2.198 0.002
H -0.275 2.000 1.798
H -1.869 3.420 3.073
H -3.685 3.639 0.144
O -2.959 2.751 -6.075
S -3.856 3.860 -5.890
O -3.583 5.161 -6.449
O -4.172 4.022 -4.316
C -3.072 4.226 -3.418
C -2.475 5.612 -3.561
C -5.481 3.380 -6.406
H -2.313 3.452 -3.563
H -3.460 4.108 -2.405
H -2.031 5.755 -4.548
H -1.690 5.777 -2.820
H -3.244 6.380 -3.439
H -5.729 2.414 -5.971
H -5.468 3.309 -7.495
H -6.192 4.143 -6.097
O 10.515 -0.348 6.680
S 9.463 0.599 6.944
O 9.087 0.963 8.285
O 8.140 0.151 6.133
C 7.598 -1.151 6.385
C 6.934 -1.235 7.746
C 9.794 2.091 6.050
H 8.375 -1.915 6.277
H 6.851 -1.342 5.613
H 7.659 -1.097 8.552
H 6.462 -2.209 7.890
H 6.178 -0.454 7.856
H 10.049 1.847 5.020
H 10.637 2.583 6.538
H 8.917 2.735 6.095
O -8.203 3.703 -5.099
S -9.274 4.621 -4.822
O -9.641 4.979 -3.478
O -10.598 4.137 -5.614
C -11.098 2.823 -5.350
C -11.739 2.723 -3.979
C -8.993 6.121 -5.722
H -10.302 2.081 -5.468
H -11.851 2.610 -6.113
H -11.008 2.883 -3.185
H -12.182 1.736 -3.827
H -12.516 3.483 -3.860
H -8.746 5.882 -6.755
H -8.157 6.634 -5.245
H -9.886 6.742 -5.665
O 12.672 3.183 3.282
S 13.488 3.135 4.465
O 12.963 3.452 5.767
O 14.827 4.006 4.215
C 14.680 5.386 3.871
C 14.217 6.221 5.050
C 14.255 1.542 4.567
H 14.001 5.496 3.019
H 15.662 5.739 3.546
H 13.217 5.930 5.376
H 14.184 7.280 4.789
H 14.885 6.086 5.905
H 14.692 1.289 3.603
H 13.476 0.823 4.827
H 15.012 1.562 5.350
O -6.909 -4.777 -1.945
S -7.793 -3.656 -1.777
O -7.507 -2.368 -2.349
O -8.115 -3.472 -0.204
C -7.017 -3.269 0.694
C -6.402 -1.892 0.544
C -9.421 -4.126 -2.295
H -6.266 -4.053 0.560
H -7.413 -3.375 1.708
H -5.951 -1.761 -0.441
H -5.619 -1.731 1.288
H -7.162 -1.114 0.655
H -9.680 -5.085 -1.849
H -9.404 -4.210 -3.382
H -10.126 -3.351 -1.998
O -1.705 -9.444 1.018
S -1.150 -9.914 -0.223
O -1.878 -10.793 -1.101
O 0.308 -10.557 0.067
C 0.394 -11.638 0.997
C -0.189 -12.921 0.435
C -0.612 -8.522 -1.178
H -0.086 -11.367 1.942
H 1.455 -11.791 1.209
H -1.261 -12.824 0.253
H -0.045 -13.752 1.129
H 0.278 -13.172 -0.521
H -0.027 -7.855 -0.548
H -1.505 -8.008 -1.539
H -0.025 -8.878 -2.025
O 2.861 6.316 -4.053
S 1.804 6.742 -4.929
O 0.481 6.183 -4.854
O 2.323 6.653 -6.458
C 2.777 5.387 -6.943
C 1.632 4.413 -7.151
C 1.653 8.504 -4.832
H 3.532 4.970 -6.269
H 3.269 5.571 -7.901
H 1.143 4.165 -6.206
H 1.989 3.480 -7.592
H 0.870 4.846 -7.803
H 2.639 8.958 -4.921
H 1.218 8.739 -3.860
H 0.989 8.848 -5.624

The following is a DFT calculation (ωB97M-V with the def2-TZVPD basis set) of a structure of composition C3H5O3Ru at a distorted geometry.

## Properties
- E_HOMO (alpha / beta): -0.744 / -0.742 hartree
- Total charge: +2
- 2S+1: 6
- Energy above the lowest of the compared OMol25 structures with the same formula, charge and spin: 0.0 kJ/mol
- HOMO-LUMO gap (alpha / beta): 10.20 / 6.41 eV
- Electronic energy: -11891.584 eV

Positions of all 12 atoms, in Å:
H 3.526 -3.356 0.281
O -0.629 -0.648 -0.388
C 0.432 -0.206 0.197
C -1.646 0.393 -0.505
O 3.187 -2.604 0.764
O 0.353 1.051 0.484
C -0.951 1.597 0.119
Ru 2.325 -1.168 0.112
H -2.528 0.051 0.043
H -1.873 0.510 -1.568
H -1.422 1.958 1.038
H -0.776 2.422 -0.577

The following is a DFT calculation (ωB97M-V with the def2-TZVPD basis set) of a cluster of 2 separate species, C3H8NS in total at a distorted geometry.

## Properties
- E_HOMO: -0.093 hartree
- Total charge: -1
- Energy above the lowest of the compared OMol25 structures with the same formula, charge and spin: 127.1 kJ/mol
- HOMO-LUMO gap: 6.58 eV
- Electronic energy: -15565.725 eV

Positions of all 13 atoms, in Å:
C -1.749 1.227 -0.851
S -2.758 1.090 0.722
H -2.329 1.828 -1.554
H -1.600 0.256 -1.392
H -0.773 1.664 -0.592
C 2.272 -0.961 0.085
C 1.249 -0.439 0.831
N -0.059 -0.801 0.552
H 2.159 -1.947 -0.347
H 3.202 -0.376 0.029
H 1.516 0.491 1.360
H -0.245 -1.751 0.280
H -0.887 -0.279 0.878

The following is a DFT calculation (ωB97M-V with the def2-TZVPD basis set) of a structure of composition C5H8O at a distorted geometry.

## Properties
- E_HOMO (alpha / beta): -0.301 / -0.373 hartree
- Energy above the lowest of the compared OMol25 structures with the same formula, charge and spin: 624.6 kJ/mol
- HOMO-LUMO gap (alpha / beta): 6.63 / 9.40 eV
- Electronic energy: -7355.781 eV

Positions of all 14 atoms, in Å:
C -0.170 1.457 -0.322
C -0.875 0.707 -1.265
C 0.249 0.285 0.472
C -0.292 -0.476 -0.786
C 1.707 0.241 0.875
O -2.250 -2.114 -0.515
H 0.186 2.394 -0.268
H -1.602 0.855 -2.000
H -0.362 -0.072 1.399
H -0.830 -1.497 -0.864
H 2.000 -0.745 1.166
H 1.867 1.007 1.682
H 2.492 0.282 0.034
H -2.118 -2.325 0.393

The following is a DFT calculation (ωB97M-V with the def2-TZVPD basis set) of a cluster of 2 separate species, C21H30N6O6 in total at a distorted geometry.

## Properties
- E_HOMO: -0.296 hartree
- SMILES: COc1ccc2[nH]n(C[C@@]3(C)NC(=O)NC3=O)c(=O)c2c1.CNC(=O)[C@@H](NC(C)=O)C(C)C
- HOMO-LUMO gap: 8.41 eV
- Electronic energy: -43490.678 eV

Positions of all 63 atoms, in Å:
O -0.944 -0.595 -3.539
O 1.782 2.329 -3.234
O -2.736 0.166 5.719
O 3.821 -0.280 -6.075
O -0.169 2.895 2.655
O 0.759 -1.374 1.570
C 0.145 -1.128 -3.356
C 1.922 1.809 -4.319
C -1.554 -0.087 5.546
C 2.924 0.463 -5.707
C -1.089 2.417 3.305
C 2.560 -1.963 -0.009
C 0.390 -1.195 -0.765
C 2.984 -2.107 -1.337
C 1.253 -1.516 0.293
C 0.814 -1.348 -2.088
C 2.102 -1.795 -2.367
N 3.142 1.428 -4.775
N 2.267 -1.840 -3.744
N -1.805 3.261 4.059
N 1.026 -1.499 -4.361
N 0.891 1.326 -5.085
N -0.892 0.126 4.409
C 1.448 -2.046 2.633
C -0.758 -0.727 6.659
C -2.927 3.021 4.962
C 1.124 0.762 -7.463
C -2.924 1.164 1.268
C -2.712 -1.065 2.333
C 0.902 -1.094 -5.759
C 1.426 0.336 -6.021
C -2.666 0.447 2.600
C -1.318 0.893 3.217
H 3.267 -2.198 0.778
H -0.615 -0.839 -0.558
H 3.990 -2.449 -1.561
H 3.896 1.323 -4.114
H 2.965 -2.441 -4.189
H -1.492 4.216 3.979
H 0.038 1.116 -4.563
H 0.069 -0.170 4.401
H 2.391 -1.539 2.862
H 0.828 -2.042 3.533
H 1.655 -3.089 2.371
H -1.397 -0.834 7.534
H 0.092 -0.093 6.906
H -0.412 -1.708 6.341
H -2.563 2.634 5.915
H -3.640 2.317 4.538
H -3.451 3.959 5.151
H 1.608 0.084 -8.173
H 1.492 1.776 -7.650
H 0.046 0.749 -7.650
H -3.016 2.238 1.428
H -3.854 0.806 0.827
H -2.104 0.976 0.574
H -1.916 -1.353 1.648
H -2.600 -1.613 3.268
H -3.675 -1.333 1.899
H 1.452 -1.805 -6.386
H -0.152 -1.156 -6.056
H -3.488 0.684 3.270
H -0.598 0.601 2.454

The following is a DFT calculation (ωB97M-V with the def2-TZVPD basis set) of a structure of composition C15H27AsLiO2Se.

## Properties
- E_HOMO: -0.115 hartree
- Total charge: -1
- Energy above the lowest of the compared OMol25 structures with the same formula, charge and spin: 48.4 kJ/mol
- HOMO-LUMO gap: 5.51 eV
- Electronic energy: -146480.430 eV

Positions of all 47 atoms, in Å:
Li 0.763 0.546 -0.295
C -4.884 -7.250 0.245
C -4.279 -5.874 0.097
C -4.749 -4.790 0.825
C -4.201 -3.514 0.695
C -4.778 -2.397 1.518
C -3.134 -3.281 -0.200
Se -2.415 -1.520 -0.424
C -2.647 -4.385 -0.935
C -1.513 -4.251 -1.919
C -3.224 -5.643 -0.775
H -5.645 -7.258 1.027
H -4.126 -7.994 0.507
H -5.356 -7.583 -0.684
H -5.570 -4.939 1.523
H -5.508 -2.784 2.234
H -5.264 -1.656 0.878
H -3.989 -1.863 2.050
H -0.900 -3.382 -1.688
H -1.897 -4.117 -2.936
H -0.891 -5.150 -1.911
H -2.826 -6.474 -1.354
C -3.335 1.717 0.237
As -1.743 2.580 -0.368
C -1.199 3.709 1.092
C -2.307 3.751 -1.781
O -0.483 1.653 -0.915
H -4.107 2.482 0.335
H -3.146 1.228 1.190
H -3.626 0.936 -0.468
H -1.891 4.545 1.189
H -0.190 4.069 0.907
H -1.207 3.119 2.006
H -3.029 4.481 -1.420
H -2.759 3.135 -2.556
H -1.431 4.250 -2.188
C 2.180 -1.241 2.141
C 2.653 0.105 1.577
C 2.071 1.251 2.425
O 2.337 0.241 0.244
H 2.437 -1.361 3.200
H 2.635 -2.055 1.573
H 1.093 -1.331 2.030
H 3.752 0.141 1.730
H 0.974 1.234 2.359
H 2.421 2.211 2.033
H 2.348 1.175 3.483

The following is a DFT calculation (ωB97M-V with the def2-TZVPD basis set) of the molecule C2H2O3S at a distorted geometry.

## Properties
- E_HOMO: -0.351 hartree
- SMILES: O=C(O)C(O)=S
- Energy above the lowest of the compared OMol25 structures with the same formula, charge and spin: 215.0 kJ/mol
- HOMO-LUMO gap: 7.79 eV
- Electronic energy: -19082.216 eV

Positions of all 8 atoms, in Å:
C -0.503 -0.151 0.772
C 0.026 -0.087 -0.455
H -1.200 -2.073 0.444
H 0.959 -1.311 -1.792
O -1.205 -1.337 1.055
O -0.135 0.596 1.733
O 0.133 -1.253 -1.179
S 0.798 1.298 -0.839

The following is a DFT calculation (ωB97M-V with the def2-TZVPD basis set) of a cluster of 2 separate species, C2H3N3O2 in total at a distorted geometry.

## Properties
- E_HOMO (alpha / beta): -0.204 / -0.408 hartree
- 2S+1: 3
- Energy above the lowest of the compared OMol25 structures with the same formula, charge and spin: 229.1 kJ/mol
- HOMO-LUMO gap (alpha / beta): 5.43 / 8.51 eV
- Electronic energy: -10680.950 eV

Positions of all 10 atoms, in Å:
C 1.319 0.237 1.227
C -0.523 1.133 -0.565
N 1.251 1.037 2.057
N -1.378 0.175 -0.562
N 1.391 -0.413 0.127
O 0.047 2.103 -0.851
O 0.406 -1.546 0.015
H -1.077 -0.784 -0.319
H -2.361 0.306 -0.623
H 0.924 -2.248 -0.505

Question: What is the electronic energy in the first record?
Answer: -182439.818 eV

Question: electronic energy of number 2 (C3H5O3Ru)?
Answer: -11891.584 eV